111
Properties=species:S:1:pos:R:3 method="wB97M-V/def2-TZVPD" total_energy_ha=-5652.80493 total_charge=-1 lumo_ev=1.91 multiplicity=1
Bi -0.320 0.154 -1.048
O -4.148 2.518 -3.728
C -3.274 2.358 -2.900
N -2.297 3.264 -2.582
C -1.076 2.890 -2.486
C -0.552 1.652 -3.020
C 0.873 1.642 -3.545
C 1.762 2.547 -2.745
C 1.316 3.503 -1.931
C -0.114 3.725 -1.679
N -0.580 4.501 -0.801
C 0.066 5.232 0.166
O 0.187 6.438 0.109
C 0.545 4.469 1.379
C 1.806 4.785 1.871
C 2.278 4.088 2.967
C 1.472 3.113 3.531
C 0.227 2.884 2.969
N -0.245 3.540 1.910
C -3.278 1.130 -1.970
C -3.248 -0.269 -2.514
C -3.452 -1.292 -1.372
C -3.783 -0.803 -0.040
C -3.595 0.484 0.251
N -3.309 1.446 -0.725
H -1.256 1.181 -3.699
H 0.908 2.023 -4.578
H 2.832 2.429 -2.873
H 2.016 4.126 -1.385
H 2.387 5.563 1.393
H 3.264 4.287 3.368
H 1.811 2.520 4.370
H -0.423 2.123 3.387
H -3.161 0.056 -4.614
H -3.903 -2.234 -1.664
H -4.192 -1.490 0.693
H -3.745 0.887 1.244
C -0.879 -3.005 0.293
N 0.011 -2.431 -0.717
C 1.412 -2.658 -0.339
C -0.293 -2.931 -2.053
C -1.587 -2.350 -2.635
C -2.182 -3.105 -3.569
C -3.430 -2.896 -4.300
C -4.170 -1.793 -4.407
C -3.854 -0.417 -3.908
C -2.070 -1.075 -2.016
H -0.590 -4.044 0.508
H -1.907 -2.996 -0.069
H -0.831 -2.418 1.210
H 1.625 -3.735 -0.262
H 1.600 -2.184 0.625
H 2.071 -2.194 -1.069
H -0.363 -4.027 -2.043
H 0.540 -2.647 -2.696
H -1.692 -4.050 -3.793
H -3.801 -3.781 -4.812
H -5.086 -1.869 -4.985
H -4.756 0.188 -3.948
Se 2.733 1.014 0.452
C 4.120 0.521 1.635
C 5.128 1.419 2.014
C 6.120 1.021 2.896
N 6.210 -0.196 3.441
C 5.253 -1.056 3.075
C 4.218 -0.758 2.206
H 5.128 2.422 1.607
H 6.896 1.725 3.186
H 5.324 -2.050 3.510
H 3.481 -1.511 1.959
C 0.492 -0.556 -4.685
C 1.354 0.165 -3.636
O 1.223 -0.456 -2.384
C 2.831 0.111 -4.036
C 3.234 0.132 -5.370
C 4.581 0.064 -5.709
C 5.546 -0.024 -4.715
C 5.153 -0.028 -3.382
C 3.808 0.035 -3.044
H -0.491 -0.774 -4.275
H 0.957 -1.505 -4.961
H 0.357 0.040 -5.592
H 2.500 0.209 -6.164
H 4.873 0.076 -6.752
H 6.595 -0.087 -4.978
H 5.895 -0.080 -2.594
H 3.502 0.033 -2.002
O -1.150 -0.400 2.214
S -1.867 0.152 3.393
C -3.229 -0.965 3.733
C -4.450 -0.443 4.125
C -5.514 -1.310 4.354
C -5.346 -2.674 4.174
C -4.115 -3.184 3.766
C -3.049 -2.328 3.543
C -0.838 -0.275 4.811
C -1.301 -0.163 6.116
C -0.460 -0.512 7.160
C 0.833 -0.956 6.897
C 1.290 -1.039 5.590
C 0.452 -0.695 4.534
H -4.571 0.629 4.239
H -6.476 -0.915 4.657
H -6.179 -3.346 4.340
H -3.989 -4.249 3.616
H -2.085 -2.701 3.214
H -2.309 0.184 6.315
H -0.813 -0.438 8.181
H 1.484 -1.232 7.716
H 2.303 -1.365 5.385
H 0.787 -0.736 3.503